The following is a quantum chemistry calculation of an isolated molecule of C3H5N3 in a non-equilibrium geometry, from the Open Molecules 2025 dataset.

```
! RIJCOSX wB97M-V def2-TZVPD def2/J DEFGRID3
* xyz 0 1
N 1.48011 0.52427 0.09437
C -0.00329 0.18885 0.55769
C -0.11822 -1.11082 -0.10177
N -1.27370 -1.14462 -0.76139
N -1.72860 0.20019 -0.81266
C -0.95901 0.90001 -0.14887
H 1.39911 0.15528 -0.98990
H 2.03478 -0.18342 0.54136
H -0.14159 0.31966 1.71134
H 0.55851 -1.79266 0.14937
H -1.24812 1.94326 -0.23955
*
```

## Properties
HOMO energy: -9.590 eV
SMILES string: NC1C=NN=C1
Gap between HOMO and LUMO: 0.3509 Ha

***

The following is a quantum chemistry calculation of an isolated molecule of C3H5N3, from the Open Molecules 2025 dataset.

```
! RIJCOSX wB97M-V def2-TZVPD def2/J DEFGRID3
* xyz 0 1
H -0.12179 2.06456 1.96517
N -0.35969 1.08206 1.86053
C -0.17604 0.65769 0.68183
C -0.42617 -0.80681 0.37698
N 0.35162 -0.95233 -0.84446
C 0.62126 0.31461 -1.27908
N 0.36026 1.28889 -0.47039
H -0.06984 -1.36036 1.24496
H -1.48971 -1.02328 0.21380
H 0.24720 -1.72393 -1.48490
H 1.06291 0.45889 -2.26443
*
```

## Properties
HOMO energy: -9.059 eV
SMILES string: [H]/N=C1/CNC=N1
Gap between HOMO and LUMO: 0.3619 Ha

***

The following is a quantum chemistry calculation of an isolated molecule of C3H5N3, from the Open Molecules 2025 dataset.

```
! RIJCOSX wB97M-V def2-TZVPD def2/J DEFGRID3
* xyz 0 1
N -1.97272 -0.36967 0.30598
C -0.61040 -0.21140 0.06046
C 0.10647 1.01501 0.04581
C 1.42464 0.62844 -0.01380
N 1.43598 -0.72342 -0.07726
N 0.19135 -1.25642 -0.06522
H -2.54845 0.31738 -0.15913
H -2.29261 -1.31184 0.12118
H -0.28401 2.02117 0.02247
H 2.33829 1.18690 0.11215
H 2.21146 -1.29616 -0.35263
*
```

## Properties
HOMO energy: -8.289 eV
SMILES string: Nc1cc[nH]n1
Gap between HOMO and LUMO: 0.3470 Ha

***

The following is a quantum chemistry calculation of a cluster of 2 separate species, C3H5N3O in total in a non-equilibrium geometry, from the Open Molecules 2025 dataset.

```
! RIJCOSX wB97M-V def2-TZVPD def2/J DEFGRID3
* xyz 0 1
O 0.41133 -0.93951 -1.75873
C 1.19963 -1.12944 -0.61974
C 0.50884 -0.86139 0.67051
N -0.45919 -0.46155 1.20737
N -1.36802 0.13485 1.84369
C -0.71445 2.19098 -0.11386
N -0.06241 1.90015 -1.01965
H 0.23838 0.01345 -1.83455
H 2.10546 -0.50607 -0.62301
H 1.52842 -2.17221 -0.62120
H -2.07427 -0.55199 2.11312
H -1.31372 2.38273 0.75604
*
```

## Properties
HOMO energy: -8.796 eV
Gap between HOMO and LUMO: 0.3552 Ha

***

The following is a quantum chemistry calculation of an isolated molecule of C3H5N3O in a non-equilibrium geometry, from the Open Molecules 2025 dataset.

```
! RIJCOSX wB97M-V def2-TZVPD def2/J DEFGRID3
* xyz 0 1
N -0.96605 1.70773 -0.23468
C -0.40280 0.56595 0.56258
N -1.18025 -0.64970 0.51596
C -0.38184 -1.56000 0.16920
N 0.78943 -1.15497 -0.32976
C 0.99831 0.14207 -0.06667
O 2.01477 0.77222 -0.27261
H -1.29526 1.23704 -1.07985
H -0.15616 2.26154 -0.37636
H -0.22151 0.94454 1.71844
H -0.77681 -2.58786 0.05075
H 1.57818 -1.67857 -0.65701
*
```

## Properties
HOMO energy: -9.347 eV
SMILES string: N[C@H]1N=CNC1=O
Gap between HOMO and LUMO: 0.3629 Ha

***

The following is a quantum chemistry calculation of an isolated molecule of C3H5N3O in a non-equilibrium geometry, from the Open Molecules 2025 dataset.

```
! RIJCOSX wB97M-V def2-TZVPD def2/J DEFGRID3
* xyz 0 1
N -0.29854 1.79242 1.83775
C 0.37767 1.08138 1.17480
C 1.13878 0.24087 0.38979
C 0.54489 -0.05404 -0.99249
O 1.20994 -0.00298 -2.04206
N -0.67204 -0.49220 -1.10502
N -1.61326 -0.60389 0.02347
H 2.06556 0.64134 0.31175
H 1.27314 -0.69218 0.76565
H -0.76501 -1.35398 -1.50059
H -1.91422 0.32888 0.22026
H -1.34691 -0.88562 0.91667
*
```

## Properties
HOMO energy: -10.323 eV
SMILES string: N#CCC(=O)NN
Gap between HOMO and LUMO: 0.3963 Ha

***

The following is a quantum chemistry calculation of an isolated molecule of C3H5N3O in a non-equilibrium geometry, from the Open Molecules 2025 dataset.

```
! RIJCOSX wB97M-V def2-TZVPD def2/J DEFGRID3
* xyz 0 1
C -2.00570 0.01762 -0.74489
O -0.73446 -0.44947 -1.08213
C 0.19657 -0.00778 -0.27238
C 0.99502 -0.78813 0.65784
N 2.06853 0.09635 0.88279
N 1.93338 1.20682 0.29374
N 0.89699 1.24505 -0.45981
H -1.88626 1.07901 -0.42380
H -2.67744 -0.11192 -1.58012
H -2.49724 -0.48666 0.10871
H 1.11825 -1.80831 0.88057
H 2.59236 0.00741 1.73945
*
```

## Properties
HOMO energy: -9.433 eV
SMILES string: COc1c[nH]nn1
Gap between HOMO and LUMO: 0.3800 Ha

***

The following is a quantum chemistry calculation of an isolated molecule of C3H5N3O, from the Open Molecules 2025 dataset.

```
! RIJCOSX wB97M-V def2-TZVPD def2/J DEFGRID3
* xyz 0 1
H 3.73950 -0.32907 -0.90045
N 2.75488 -0.14311 -0.71377
C 2.47962 -0.46129 0.48366
N 1.21628 -0.27791 1.04302
C 0.19826 0.03660 0.41825
N -0.81584 0.44783 -0.07835
C -2.17030 -0.00490 -0.30131
O -3.07582 0.93286 0.18934
H 3.18712 -0.87282 1.20929
H -2.29439 -0.17795 -1.37835
H -2.36421 -0.93502 0.23987
H -2.85510 1.78478 -0.21118
*
```

## Properties
HOMO energy: -9.713 eV
SMILES string: [H]/N=C/N=C=NCO
Gap between HOMO and LUMO: 0.3808 Ha

***

The following is a quantum chemistry calculation of a structure of composition C3H5N3O, from the Open Molecules 2025 dataset.

```
! RIJCOSX wB97M-V def2-TZVPD def2/J DEFGRID3
* xyz 0 1
N -2.05862 -0.46829 0.65714
C -0.75694 -0.03540 0.35420
N 0.34725 -0.82145 0.36719
C 1.24531 -0.11293 -0.31455
O 2.50863 -0.52818 -0.48893
C 0.71804 1.09896 -0.77014
N -0.57378 1.16655 -0.37680
H -2.01658 -1.34933 1.15464
H -2.61339 -0.57919 -0.18402
H 2.57767 -1.39821 -0.06945
H 1.21441 1.92512 -1.25809
H -0.59197 1.10235 0.92881
*
```

## Properties
HOMO energy: -8.850 eV
Gap between HOMO and LUMO: 0.3503 Ha

***

The following is a quantum chemistry calculation of a cluster of 2 separate species, C3H5N3O in total in a non-equilibrium geometry, from the Open Molecules 2025 dataset.

```
! RIJCOSX wB97M-V def2-TZVPD def2/J DEFGRID3
* xyz 0 1
N 0.27983 1.41947 -1.17668
C -0.54397 0.80835 -0.64219
C -1.64266 0.03456 -0.02138
O -2.87968 0.68782 -0.14332
H -1.64084 -0.96950 -0.46800
H -1.43434 -0.08171 1.04414
H -3.07134 0.80998 -1.08213
N 3.00895 0.36914 0.00908
C 2.18590 -0.48740 0.28546
N 1.34167 -1.27828 0.70930
H 2.91048 0.85791 -0.87384
H 1.52527 -2.26261 0.55542
*
```

## Properties
HOMO energy: -10.537 eV
SMILES string: N#CCO.N=C=N
Gap between HOMO and LUMO: 0.4080 Ha

***

The following is a quantum chemistry calculation of an isolated molecule of C3H5N3O in a non-equilibrium geometry, from the Open Molecules 2025 dataset.

```
! RIJCOSX wB97M-V def2-TZVPD def2/J DEFGRID3
* xyz 0 1
H 2.10009 -0.86225 -0.69362
N 1.32482 -1.54210 -0.24556
C 0.21272 -0.84365 -0.39432
N -0.93884 -1.50483 0.12933
C -1.91961 -0.58570 0.06568
O -1.51249 0.64613 -0.55210
N -0.01648 0.46596 -0.65570
C 0.81183 1.13673 0.32936
H -2.98209 -0.93021 0.52458
H 0.67485 1.14805 1.40932
H 1.69666 0.72600 0.12980
H 0.54854 2.14588 -0.04677
*
```

## Properties
HOMO energy: -9.533 eV
SMILES string: [H]/N=c1/ncon1C
Gap between HOMO and LUMO: 0.3626 Ha

***

The following is a quantum chemistry calculation of an isolated molecule of C3H5N3O in a non-equilibrium geometry, from the Open Molecules 2025 dataset.

```
! RIJCOSX wB97M-V def2-TZVPD def2/J DEFGRID3
* xyz 0 1
C -0.36068 1.85302 0.12703
C -0.20187 0.36532 0.14346
N 0.15159 -0.23300 1.22588
N 0.37192 -1.53953 0.87592
C 0.37739 -1.77921 -0.50456
O 0.63027 -2.79167 -1.12373
N -0.22049 -0.48293 -0.93845
H 0.49959 2.32507 -0.36410
H -0.36568 2.17805 1.17141
H -1.27451 2.20649 -0.35807
H 0.84045 -2.03878 1.62043
H -0.41607 -0.05017 -1.84160
*
```

## Properties
HOMO energy: -8.849 eV
SMILES string: Cc1n[nH]c(=O)[nH]1
Gap between HOMO and LUMO: 0.3533 Ha

***

The following is a quantum chemistry calculation of an isolated molecule of C3H5N3O, from the Open Molecules 2025 dataset.

```
! RIJCOSX wB97M-V def2-TZVPD def2/J DEFGRID3
* xyz 0 1
O 0.23047 -2.35316 1.43360
C 0.30435 -0.97657 1.24397
C -0.01011 -0.37287 -0.01112
N -0.97357 -0.40514 -0.99544
C -0.96076 0.81961 -1.43935
N -0.04136 1.62137 -0.81653
N 0.73341 0.75126 -0.06904
H 0.97129 -2.75259 0.96510
H -0.17747 -0.45360 2.07066
H -1.64299 1.22144 -2.18140
H 0.41625 2.41147 -1.24749
H 1.15049 0.48880 1.04703
*
```

## Properties
HOMO energy: -7.457 eV
SMILES string: O/C=C1\N=CNN1
Gap between HOMO and LUMO: 0.3011 Ha

***

The following is a quantum chemistry calculation of an isolated molecule of C3H5N3O in a non-equilibrium geometry, from the Open Molecules 2025 dataset.

```
! RIJCOSX wB97M-V def2-TZVPD def2/J DEFGRID3
* xyz 0 1
N 0.78901 -1.72051 -1.44695
C 0.26363 -0.83220 -0.55918
C -0.23593 -1.18982 0.55045
N -0.78415 0.02351 1.17879
C -0.21986 1.03163 0.31622
O -0.34642 2.24988 0.66054
N 0.34500 0.44577 -0.74390
H 1.22596 -2.56716 -0.98657
H 1.17565 -1.39617 -2.50521
H -0.36188 -2.15717 1.10607
H -1.10176 0.04249 2.19030
H 0.53729 2.77980 0.15050
*
```

## Properties
HOMO energy: -7.230 eV
SMILES string: Nc1c[nH]c(O)n1
Gap between HOMO and LUMO: 0.2834 Ha

***

The following is a quantum chemistry calculation of a structure of composition C3H5N3O in a non-equilibrium geometry, from the Open Molecules 2025 dataset.

```
! RIJCOSX wB97M-V def2-TZVPD def2/J DEFGRID3
* xyz 0 1
C 2.22777 -0.25039 0.07363
C 0.76084 0.18396 -0.16537
C -1.34971 0.19707 0.03314
H 2.66268 -0.49569 -0.97627
H 2.74438 0.62137 0.63680
H 2.07562 -1.47734 0.64566
H -2.73686 -1.07361 0.85497
H -3.23216 0.50632 -0.67647
N 0.46472 1.47076 -0.13248
N -1.00378 1.50033 0.04348
N -2.40627 -0.46345 -0.03584
O -0.20721 -0.71933 -0.30125
*
```

## Properties
HOMO energy: -8.997 eV
Gap between HOMO and LUMO: 0.3229 Ha

***

The following is a quantum chemistry calculation of an isolated molecule of C3H5N3O in a non-equilibrium geometry, from the Open Molecules 2025 dataset.

```
! RIJCOSX wB97M-V def2-TZVPD def2/J DEFGRID3
* xyz 0 1
C 0.29487 0.01515 2.02542
C 0.29364 -0.15882 0.54521
N 0.79088 -1.12699 -0.10837
N 0.20984 -1.27774 -1.40047
C -0.21496 -0.28310 -1.95712
N -0.17435 1.02977 -1.43559
O -0.43537 0.81598 -0.01941
H -0.78647 0.00901 2.20702
H 0.73100 -0.95411 2.47328
H 0.87396 0.87000 2.45563
H -0.50579 -0.33254 -2.96832
H -1.07726 1.39338 -1.81726
*
```

## Properties
HOMO energy: -9.246 eV
SMILES string: CC1=NN=CNO1
Gap between HOMO and LUMO: 0.3670 Ha

***

The following is a quantum chemistry calculation of an isolated molecule of C3H5N3O in a non-equilibrium geometry, from the Open Molecules 2025 dataset.

```
! RIJCOSX wB97M-V def2-TZVPD def2/J DEFGRID3
* xyz 0 1
H 1.79468 1.74135 0.44447
N 0.84837 1.19266 0.60042
C 1.07993 0.12956 0.04238
N 2.17390 -0.28057 -0.63991
O 0.30048 -0.90188 0.11750
C -0.84094 -0.59380 0.83911
C -1.82727 0.10465 -0.09522
N -2.63251 0.45381 -0.85933
H 2.75063 0.49286 -0.88520
H 1.87243 -0.85707 -1.61094
H -0.64199 -0.00668 1.79958
H -1.37823 -1.55914 0.88625
*
```

## Properties
HOMO energy: -10.243 eV
SMILES string: [H]/N=C(\N)OCC#N
Gap between HOMO and LUMO: 0.3966 Ha

***

The following is a quantum chemistry calculation of an isolated molecule of C3H5N3O in a non-equilibrium geometry, from the Open Molecules 2025 dataset.

```
! RIJCOSX wB97M-V def2-TZVPD def2/J DEFGRID3
* xyz 0 1
C 0.49048 -1.44449 -1.02480
O -0.72521 -0.62451 -0.97672
N -0.61709 0.34784 0.01557
C -0.70531 0.19609 1.42295
N -0.37336 1.33387 1.98872
N 0.10816 2.19094 1.02788
C -0.02668 1.60649 -0.12720
H 0.51149 -2.13923 -1.94701
H 0.66681 -1.90973 0.00208
H 1.40859 -0.78819 -1.15302
H -0.95429 -0.67223 1.93315
H 0.21641 1.90316 -1.16160
*
```

## Properties
HOMO energy: -9.984 eV
SMILES string: COn1cnnc1
Gap between HOMO and LUMO: 0.3923 Ha

***

The following is a quantum chemistry calculation of an isolated molecule of C3H5N3O, from the Open Molecules 2025 dataset.

```
! RIJCOSX wB97M-V def2-TZVPD def2/J DEFGRID3
* xyz 0 1
N -1.89189 -0.59694 0.88506
C -0.69344 -0.18882 0.31599
N 0.40876 -0.89032 0.32212
C 1.34259 -0.08110 -0.26577
O 2.57600 -0.61076 -0.39253
C 0.82443 1.11949 -0.64868
N -0.52654 1.01902 -0.26738
H -1.82241 -1.56127 1.18803
H -2.68654 -0.47743 0.27214
H 2.43690 -1.48683 -0.01201
H 1.21653 1.97649 -1.17576
H -1.18903 1.77358 -0.22112
*
```

## Properties
HOMO energy: -7.743 eV
SMILES string: Nc1nc(O)c[nH]1
Gap between HOMO and LUMO: 0.3152 Ha

***

The following is a quantum chemistry calculation of a cluster of 2 separate species, C3H5N3O in total in a non-equilibrium geometry, from the Open Molecules 2025 dataset.

```
! RIJCOSX wB97M-V def2-TZVPD def2/J DEFGRID3
* xyz 2 1
C 0.44406 -0.06610 0.05354
C -0.64339 0.79222 0.31793
C -1.90543 -0.10141 0.04830
N 5.28073 0.18372 -0.00072
N 4.21606 0.43935 -0.08001
N -0.01632 -1.21772 -0.19293
O -1.43693 -1.32531 -0.20656
H -0.55888 1.38612 1.32347
H -0.55283 1.65126 -0.33224
H -2.89030 -0.02629 0.52154
H -2.33288 0.32048 -0.89054
H 0.39611 -2.03633 -0.56177
*
```

## Properties
HOMO energy (spin up / spin down): -20.240 / -20.273 eV
Gap between HOMO and LUMO (spin up / spin down): 0.1966 / 0.1674 Ha

***

Energy relative to the best compared isomer or geometry (same formula, charge and spin): 3.954, 0.530, 0.517, 4.411, 1.408, 3.120, 3.288, 2.234, 2.634, 2.106, 5.306, 0.715, 4.978, 3.028, 5.949, 4.438, 2.545, 4.111, 0.554, 4.602 (eV)